DFT (ωB97M-V/def2-TZVPD) results for a structure of composition C32H37InN2O2P.

Output
Charge: +1
Gap between HOMO and LUMO: 6.59 eV

Geometry (Å):
In 1.0615 -0.2859 0.4317
C 0.3583 3.2557 -3.0495
C 1.0332 2.6526 -1.8175
C 2.2047 1.7559 -2.2318
P -0.0759 1.6674 -0.7262
C -0.9969 2.7241 0.4675
C -1.9258 1.8210 1.2811
C -1.7570 3.8871 -0.1665
C -1.2462 0.6684 -1.6326
C -2.1915 1.2701 -2.4805
C -3.1758 0.5484 -3.1212
C -4.1821 1.2030 -4.0263
C -3.2026 -0.8300 -2.8835
C -2.2948 -1.4521 -2.0574
C -1.2817 -0.7308 -1.3996
N -0.3827 -1.3680 -0.5673
C -0.4297 -2.7887 -0.4420
C 0.0909 -3.6066 -1.4425
C 0.6733 -3.0342 -2.7053
C 0.0437 -4.9857 -1.2622
C -0.4899 -5.5598 -0.1189
C -0.5173 -7.0514 0.0659
C -0.9897 -4.7166 0.8705
C -0.9664 -3.3398 0.7267
C -1.4875 -2.4444 1.8171
H 1.0865 3.8629 -3.5881
H -0.4852 3.8962 -2.7969
H 0.0099 2.4722 -3.7220
H 1.4048 3.4660 -1.1832
H 1.8432 0.8638 -2.7515
H 2.8077 1.4452 -1.3731
H 2.8652 2.2871 -2.9171
H -0.2302 3.1302 1.1322
H -2.7137 1.4049 0.6521
H -2.3925 2.3986 2.0789
H -1.3964 0.9853 1.7512
H -2.5417 3.5348 -0.8356
H -1.0990 4.5619 -0.7139
H -2.2382 4.4652 0.6237
H -2.1531 2.3394 -2.6440
H -3.9986 2.2734 -4.1129
H -5.1969 1.0653 -3.6504
H -4.1449 0.7742 -5.0285
H -3.9653 -1.4328 -3.3635
H -2.3592 -2.5196 -1.8991
H 1.0737 -2.0321 -2.5479
H -0.0874 -2.9615 -3.4868
H 1.4737 -3.6698 -3.0814
H 0.4489 -5.6276 -2.0366
H -0.1349 -7.5661 -0.8137
H -1.5325 -7.4039 0.2519
H 0.0927 -7.3456 0.9213
H -1.4033 -5.1468 1.7761
H -1.9726 -3.0263 2.5985
H -2.2030 -1.7142 1.4349
H -0.6696 -1.8878 2.2964
O 3.2113 -2.8391 2.7773
C 2.6996 -1.9022 2.2221
O 2.1630 -1.9096 1.0369
C 2.7062 -0.5447 2.9250
C 3.1991 -0.4522 4.2366
C 3.2311 0.7724 4.8341
C 2.8539 1.9233 4.1037
C 2.9537 3.2303 4.6357
C 2.6630 4.3177 3.8639
C 2.2782 4.1446 2.5177
C 2.1525 2.8924 1.9848
C 2.4077 1.7547 2.7760
N 2.2821 0.4990 2.2390
H 3.5245 -1.3600 4.7220
H 3.5742 0.8841 5.8553
H 3.2838 3.3504 5.6595
H 2.7512 5.3151 4.2710
H 2.0986 5.0148 1.8998
H 1.9061 2.7564 0.9390


DFT (ωB97M-V/def2-TZVPD) results for a cluster of 3 separate species, C5H16NO2 in total in a non-equilibrium geometry.

Output
Charge: +2
Gap between HOMO and LUMO (spin up / spin down): 11.86 / 3.33 eV
2S+1: 2

Geometry (Å):
C 0.7624 -0.3763 -1.9073
C 0.8218 -0.1490 -0.3739
N 0.6343 1.2841 0.0304
C -0.2812 1.3656 1.2589
C -0.9852 -0.0250 1.2860
C -0.2622 -0.9291 0.3322
H 1.7055 -0.8022 -2.2437
H 0.6692 0.4947 -2.5722
H -0.0385 -1.0322 -2.2327
H 1.8505 -0.3930 -0.1020
H 0.1471 1.8179 -0.6836
H 1.4998 1.7293 0.3374
H 0.3191 1.4923 2.1536
H -0.9704 2.1723 1.0718
H -0.9600 -0.3905 2.3226
H -2.0410 0.1501 1.0431
H -0.8829 -1.5480 -0.3385
H 0.1531 -1.8484 0.8366
H 3.5799 1.8694 1.8654
H 3.1876 0.5193 2.4832
O 2.8946 1.1785 1.8572
H -3.7797 -1.2993 -2.1701
H -3.4862 -2.7639 -2.9962
O -3.5805 -2.2638 -2.1514


DFT (ωB97M-V/def2-TZVPD) results for a cluster of 5 separate species, H10O5 in total in a non-equilibrium geometry.

Output
SMILES string: O.O.O.O.O
Gap between HOMO and LUMO: 11.43 eV

Geometry (Å):
O -15.5413 1.3795 -28.2813
H -16.4235 1.0196 -28.0288
H -15.0719 1.6446 -27.4302
O -17.4743 4.6625 -24.9245
H -17.7724 5.5618 -25.1056
H -17.3828 4.2809 -25.7528
O -14.4125 5.6623 -27.2317
H -14.9815 6.4342 -27.0826
H -14.8647 4.9596 -27.6647
O -14.6348 2.1511 -25.8590
H -14.5024 2.9221 -25.3133
H -14.6238 1.4559 -25.1995
O -16.7203 3.7481 -27.5759
H -16.3423 2.8641 -27.8914
H -17.3009 4.0672 -28.2482


DFT (ωB97M-V/def2-TZVPD) results for the molecule C4H6O2.

Output
Gap between HOMO and LUMO: 9.62 eV

Geometry (Å):
O -1.8937 0.4040 -1.0672
C -1.1149 1.2629 -0.4755
C 0.0596 -0.7444 1.2238
C 0.9200 -0.1170 0.1487
O 0.5976 -0.4183 -1.2161
C 0.3254 0.9029 -0.7216
H -1.3718 -0.2830 -1.5527
H -0.9041 -0.2277 1.2773
H 0.5335 -0.6477 2.2047
H -0.1064 -1.8043 1.0091
H 1.9971 -0.0856 0.3279
H 0.9295 1.7083 -1.1372


Number 1: energy -2032.94090 Ha. Number 2: energy -404.55492 Ha. Number 3: energy -382.18807 Ha. Number 4: energy -306.36082 Ha.